(1)
DFT (ωB97M-V with the def2-TZVPD basis set) results for C43H39AsCl5CsN6OS as an isolated structure.

Properties
E in Ha: -7020.81458
HOMO energy in eV: -1.896
Total charge: -2
Energy relative to the best compared isomer or geometry (same formula, charge and spin) in eV: 0.196
Orbital gap in Eh: 0.206
Max |F| in hartree/bohr: 0.0127
LUMO in Eh: 0.136

Last column: Mulliken charge in e.
Geometry (Å):
Cs (-0.20, 0.06, 1.07)  1.1003
As (1.68, 0.09, 4.42)  0.4122
Cl (-5.56, -3.40, -1.19)  -0.2244
Cl (-3.54, -0.11, 3.74)  -0.2747
Cl (-6.36, -1.51, 3.83)  -0.2313
Cl (-2.72, -2.04, -1.23)  -0.0600
Cl (-7.37, -3.14, 1.35)  -0.2386
S (-1.93, 4.26, 0.96)  0.6929
O (-1.78, 5.14, 2.16)  -0.7367
N (-0.01, -1.51, -3.07)  0.0122
N (1.66, -3.08, 0.29)  -1.0631
N (1.55, -2.63, -0.98)  1.1215
N (-1.09, 1.28, -2.07)  -0.6548
N (-1.25, 0.93, -3.36)  1.0625
N (1.66, 2.34, 0.87)  -0.3099
C (-4.50, 5.31, -2.04)  -0.6798
C (-0.17, -3.73, -4.06)  -0.1332
C (-3.84, 6.14, 0.52)  -0.5175
C (-4.11, -1.03, 2.32)  0.4017
C (-2.56, 0.82, -3.69)  -0.1179
C (-0.16, 0.59, -4.21)  -0.8809
C (2.39, -2.16, 0.91)  -0.8385
C (-4.84, 6.80, -0.19)  -0.4593
C (4.70, -1.89, 4.84)  -0.0748
C (0.61, -5.68, -2.86)  0.9557
C (0.97, -3.45, -1.99)  -0.0579
C (0.77, -7.17, -2.73)  -1.5057
C (-2.32, 1.42, -1.60)  -0.8119
C (5.72, -2.38, 6.97)  -0.3851
C (1.82, -0.11, -5.97)  -1.2543
C (4.79, -0.20, 6.53)  -0.2928
C (-5.00, -2.48, 0.18)  -0.4196
C (1.27, 1.17, -6.07)  0.7332
C (-0.03, -5.10, -3.95)  -1.0257
C (0.27, 1.48, -5.16)  -0.2892
C (-5.81, -2.37, 1.31)  0.6311
C (2.49, 1.87, 1.54)  -0.6392
C (-3.28, -1.10, 1.23)  -0.9967
C (-5.36, -1.64, 2.41)  -0.4395
C (-3.51, 4.65, -1.34)  0.0813
C (1.11, -4.83, -1.88)  -0.3937
C (1.49, -0.63, 6.24)  -1.2853
C (-3.76, -1.85, 0.18)  0.6270
C (2.78, -1.12, 0.04)  -0.5762
C (-3.30, 1.16, -2.58)  -0.9952
C (4.41, -0.59, 5.25)  0.2981
C (-0.55, 4.57, -0.13)  -0.4842
C (3.66, 0.34, 4.35)  -1.1434
C (-5.17, 6.39, -1.47)  -0.3962
C (1.17, 1.93, 4.81)  -1.1194
C (-3.18, 5.07, -0.06)  0.0662
C (1.41, -1.03, -5.02)  -0.6185
C (1.72, 2.15, -7.12)  -1.4104
C (5.44, -1.08, 7.38)  -0.6004
C (0.29, -2.85, -3.07)  -0.1905
C (5.34, -2.78, 5.69)  -0.6848
C (2.22, -1.46, -1.16)  -0.1875
C (0.40, -0.73, -4.06)  0.8627
H (-0.43, -5.74, -4.73)  0.2724
H (1.62, -5.22, -1.01)  0.4751
H (-2.84, 0.50, -4.67)  0.4851
H (6.22, -3.07, 7.64)  0.3599
H (-4.76, 4.98, -3.04)  0.4207
H (-4.37, 1.15, -2.47)  0.4761
H (-0.44, 5.65, -0.23)  0.3844
H (0.53, -7.52, -1.72)  0.3415
H (1.91, -1.63, 6.29)  0.3209
H (2.61, -0.40, -6.66)  0.2616
H (4.58, 0.81, 6.86)  0.3928
H (-2.49, 1.67, -0.56)  0.8174
H (0.42, -0.70, 6.45)  0.4309
H (3.32, -0.22, 0.29)  0.3620
H (4.41, -2.21, 3.85)  0.3613
H (0.11, 1.99, 5.04)  0.3916
H (5.73, -0.76, 8.37)  0.3572
H (1.96, 3.13, -6.68)  0.3241
H (0.32, 4.09, 0.32)  0.1283
H (1.37, 2.52, 3.92)  0.3238
H (0.96, 2.33, -7.89)  0.2627
H (1.74, 2.33, 5.66)  0.3479
H (-0.71, -3.29, -4.89)  0.4346
H (-0.21, 2.46, -5.19)  0.4050
H (3.86, 1.38, 4.57)  0.5064
H (-5.35, 7.64, 0.26)  0.3448
H (-5.95, 6.90, -2.03)  0.3572
H (2.62, 1.79, -7.63)  0.3423
H (1.96, 0.00, 6.99)  0.3294
H (-3.01, 3.80, -1.79)  0.0924
H (1.88, -2.01, -4.98)  0.4235
H (2.59, -2.27, 1.96)  0.7410
H (3.91, 0.19, 3.30)  0.4126
H (2.22, -0.97, -2.12)  0.2542
H (-3.56, 6.44, 1.52)  0.4739
H (1.80, -7.49, -2.94)  0.2698
H (-0.75, 4.09, -1.09)  0.2019
H (0.12, -7.69, -3.43)  0.3596
H (5.55, -3.79, 5.36)  0.3939

***

(2)
DFT (ωB97M-V with the def2-TZVPD basis set) results for C43H39AsIrN5O9S as an isolated structure at a distorted geometry.

Properties
E in Ha: -5351.22892
HOMO energy (alpha / beta) in eV: -4.895 / -4.895
Total charge: -1
Energy relative to the best compared isomer or geometry (same formula, charge and spin) in eV: 3.049
2S+1: 2
Orbital gap (alpha / beta) in Eh: 0.245 / 0.245
Max |F| in hartree/bohr: 0.0690
LUMO (alpha / beta) in Eh: 0.065 / 0.065

Last column: Mulliken charge in e.
Geometry (Å):
Ir (0.43, 1.51, -0.50)  1.8751
As (-1.52, 4.41, -0.51)  0.6764
S (1.28, 1.69, 2.32)  1.2339
O (0.00, 1.00, -2.40)  0.3586
O (-2.88, 4.53, -1.38)  -0.8011
O (2.59, 1.13, 2.20)  -0.7198
O (0.92, 2.64, 1.23)  -0.6432
O (0.90, 2.17, 3.61)  -0.6032
O (-0.31, 3.50, -1.22)  -0.2409
O (-0.13, 1.26, -5.16)  -0.5212
O (-0.77, 6.04, -0.44)  -0.6686
O (0.30, 0.39, 1.99)  0.0533
N (2.79, -0.96, -0.04)  1.0013
N (-1.90, 0.87, 1.35)  -0.4220
N (0.53, -0.94, -0.59)  1.2247
N (1.54, -2.82, 0.42)  -0.0173
N (-1.55, 1.07, 0.07)  1.6743
C (2.42, 1.32, -0.93)  -0.9307
C (3.01, 2.48, -1.45)  -0.2973
C (-1.23, 1.23, -4.36)  0.1365
C (3.58, -4.81, -1.96)  -1.1789
C (1.57, -1.51, -0.08)  -0.9660
C (-3.34, -0.01, 5.18)  -0.9422
C (-0.69, -1.64, -0.69)  -0.3976
C (-2.52, 1.22, -0.79)  -1.4529
C (4.66, 0.42, -0.57)  1.5215
C (-3.64, 4.07, 3.08)  -0.6305
C (-2.72, 4.51, 4.03)  -0.4324
C (-1.96, 4.23, 1.38)  0.8280
C (-3.20, -2.84, -0.90)  -1.0727
C (-1.17, 1.18, -2.94)  0.7589
C (-1.10, 4.67, 2.34)  -0.4790
C (-2.45, -0.46, 6.15)  -0.4363
C (5.56, -0.67, -0.06)  -1.6431
C (1.93, -5.19, 0.26)  1.1050
C (-2.69, -2.54, 0.35)  -1.1169
C (5.20, 1.59, -1.08)  -0.8638
C (-1.10, -0.59, 5.83)  -1.1540
C (-0.34, -1.87, -3.19)  -1.7543
C (-1.17, -2.02, -1.95)  0.5691
C (4.39, 2.62, -1.52)  -1.0156
C (-1.42, 4.80, 3.66)  -0.7959
C (3.36, -6.08, -1.48)  -0.6690
C (-3.62, 1.29, -2.92)  -1.1249
C (-3.27, 3.92, 1.76)  -0.0059
C (2.16, -3.89, -0.24)  0.3740
C (2.54, -6.26, -0.37)  -0.7445
C (-0.64, -0.25, 4.57)  -0.0840
C (-1.05, 0.56, 2.27)  -1.4994
C (3.26, 0.28, -0.52)  0.2368
C (-2.44, -2.58, -2.03)  -0.7470
C (1.06, 1.90, -4.70)  -0.5921
C (-2.41, 1.25, -2.21)  0.9138
C (2.98, -3.72, -1.35)  -0.4795
C (-1.52, 0.23, 3.60)  0.8596
C (-2.45, 1.17, -5.01)  -0.3805
C (-2.88, 0.33, 3.92)  -0.2743
C (-3.65, 1.22, -4.29)  -0.9308
C (-1.44, -1.94, 0.45)  -0.5721
C (1.03, -5.39, 1.44)  -1.4771
H (-3.03, 4.62, 5.07)  0.3859
H (1.62, 1.27, -4.01)  0.1432
H (-3.25, -2.75, 1.25)  0.5009
H (5.39, -1.62, -0.57)  0.2679
H (1.04, -6.43, 1.76)  0.4205
H (2.37, 3.29, -1.77)  0.5637
H (0.53, -1.25, -3.00)  0.0709
H (-3.97, 3.61, 0.99)  0.4346
H (0.15, 5.88, -0.16)  0.3103
H (0.42, -0.32, 4.34)  0.5424
H (-4.54, 1.38, -2.36)  0.4017
H (1.35, -4.76, 2.28)  0.3443
H (4.20, -4.65, -2.83)  0.4179
H (-2.80, -0.69, 7.14)  0.4031
H (-2.84, -2.84, -3.01)  0.4432
H (1.65, 2.08, -5.60)  0.3155
H (3.81, -6.94, -1.96)  0.3827
H (-1.05, -1.67, 1.42)  0.9165
H (-4.19, -3.29, -1.00)  0.4228
H (-0.92, -1.41, -3.99)  0.3874
H (0.00, -2.86, -3.53)  0.5213
H (-4.59, 1.21, -4.82)  0.4009
H (-0.69, 5.14, 4.40)  0.4002
H (-3.55, 0.68, 3.15)  0.4805
H (-4.66, 3.87, 3.38)  0.3826
H (3.13, -2.72, -1.75)  0.6042
H (6.60, -0.40, -0.21)  0.3962
H (0.62, -3.06, 0.77)  0.5515
H (3.45, -1.48, 0.52)  0.2896
H (6.28, 1.69, -1.12)  0.3020
H (0.83, 2.84, -4.21)  0.2455
H (-0.42, -0.97, 6.58)  0.4198
H (5.41, -0.82, 1.01)  0.3469
H (0.00, -5.12, 1.19)  0.2551
H (2.37, -7.26, 0.01)  0.3580
H (-3.53, 1.26, -0.38)  0.0597
H (-2.45, 1.12, -6.09)  0.4451
H (4.82, 3.53, -1.92)  0.4229
H (-4.39, 0.09, 5.42)  0.4207